The following is a DFT calculation (ωB97M-V/def2-TZVPD) of C34H30Br2N5O3PrS2 as an isolated structure.

Last column: Mulliken charge in e.
Geometry (Å):
Pr -0.7187 0.0588 -0.2653  -0.4821
C -1.5199 -4.5711 0.8494  -1.0202
C -1.0217 -3.4626 0.1538  -0.0286
N -0.6815 -2.3372 0.7490  0.0603
C -0.7610 -2.2587 2.1019  0.5233
C -1.3188 -3.2946 2.8802  1.1755
C -1.7001 -4.4713 2.2063  -0.6954
C -1.4652 -3.1127 4.2769  -0.9183
C -1.0456 -1.9432 4.8540  -1.0626
C -0.4273 -0.9365 4.0968  -0.2300
C -0.2410 -1.0751 2.7283  -0.7295
N 0.3439 -0.1506 1.8787  0.4945
C 1.4707 0.5496 2.1940  0.5604
C 2.2450 0.4400 3.3437  -0.9419
C 3.4144 1.1976 3.5315  -0.9126
C 3.8826 2.0611 2.5830  -1.0984
C 3.1867 2.1507 1.3529  1.3347
C 3.6611 2.9239 0.2709  -0.8122
C 3.0036 2.9185 -0.9261  -0.8623
C 1.8407 2.1383 -1.0412  -0.1837
N 1.3638 1.4258 -0.0474  0.5882
C 2.0061 1.4059 1.1522  -0.2534
H -1.7754 -5.4707 0.3087  0.4554
H -0.9177 -3.4836 -0.9253  0.3038
H -2.1214 -5.2921 2.7738  0.4328
H -1.9201 -3.8964 4.8678  0.4059
H -1.1826 -1.7880 5.9162  0.3777
H -0.1124 -0.0246 4.5834  0.6793
H 1.9497 -0.2527 4.1149  0.6901
H 3.9609 1.0751 4.4583  0.3964
H 4.7870 2.6339 2.7307  0.4266
H 4.5673 3.5030 0.4015  0.4085
H 3.3588 3.4862 -1.7733  0.4647
H 1.2933 2.0958 -1.9791  0.2482
C -2.5448 2.4380 -2.4749  -1.0291
C -1.8267 1.4865 -3.3814  0.5942
C -2.0799 1.4670 -4.7594  -1.0352
C -1.4716 0.5292 -5.5540  -0.9841
C -0.6028 -0.4140 -4.9757  0.6521
C 0.0426 -1.4578 -5.6851  0.0292
Br -0.2059 -1.6424 -7.5512  -0.2473
C 0.8427 -2.3625 -5.0355  -0.3659
C 1.0484 -2.2591 -3.6594  -0.0080
Br 2.1342 -3.5322 -2.7955  -0.1940
C 0.4768 -1.2442 -2.8883  0.2324
O 0.6677 -1.1248 -1.6179  -0.4470
C -0.3811 -0.3170 -3.5823  0.0928
N -0.9869 0.6328 -2.8153  0.7696
H -3.1414 3.1469 -3.0452  0.5000
H -1.8474 2.9866 -1.8386  -0.0097
H -3.2120 1.8748 -1.8133  0.1278
H -2.7676 2.1864 -5.1808  0.4745
H -1.6646 0.4945 -6.6168  0.3458
H 1.3166 -3.1636 -5.5850  0.4285
C -5.2572 -3.0232 -0.2297  -0.7263
O -4.7501 -2.0162 0.6481  -0.3146
C -3.7911 -1.2078 0.2129  0.5789
S -3.1466 -1.3494 -1.3500  -0.3497
S -3.2629 -0.0606 1.3323  -0.4260
H -4.5047 -3.7987 -0.3783  0.2799
H -5.5339 -2.5955 -1.1925  0.3772
H -6.1281 -3.4273 0.2804  0.2591
C -2.0177 5.1314 2.7986  -1.0533
N -2.1594 4.0195 1.8739  0.1827
C -3.4457 3.3436 1.7978  -1.0021
C -1.1158 3.5338 1.1854  0.7148
C 0.1981 4.2571 1.3240  -1.2109
O -1.2293 2.5283 0.4717  0.0177
H -2.9526 5.2419 3.3420  0.3954
H -1.8124 6.0685 2.2782  0.3077
H -1.2266 4.9499 3.5262  0.3533
H -4.2323 4.0723 1.9845  0.4764
H -3.5160 2.5391 2.5311  0.3134
H -3.5732 2.9066 0.8121  0.2004
H 0.0766 5.3371 1.2669  0.5534
H 0.8690 3.9234 0.5396  -0.0177
H 0.6490 4.0220 2.2901  0.3690

Calculated values
Gap between HOMO and LUMO (alpha / beta) (eV): 6.78 / 6.77
DFT total energy (eV): -225168.880
HOMO (alpha / beta) (eV): -6.75 / -6.75
2S+1: 3
Total charge: 0



The following is a DFT calculation (ωB97M-V/def2-TZVPD) of C46H45N8O2SScSi as an isolated structure.

Last column: Mulliken charge in e.
Geometry (Å):
Sc 1.1332 0.2792 -0.0978  -1.9173
N 3.0648 -3.8390 -2.0386  -0.3629
C 1.9041 -3.3061 -1.5187  -0.0586
S 0.4927 -3.3969 -2.4503  -0.4742
N 1.9989 -2.8825 -0.2861  -0.7622
N 1.1440 -2.0246 0.2894  2.0862
C 0.7576 -2.3917 1.4732  0.3854
C 1.2212 -3.6807 2.0495  -1.3127
C 2.2735 -3.6184 2.9598  0.1624
C 2.8376 -4.7816 3.4564  -1.0156
C 2.3358 -6.0145 3.0639  -0.4584
C 1.2662 -6.0780 2.1831  -0.8765
C 0.7141 -4.9150 1.6672  -0.0812
C 0.0329 -1.4674 2.3307  0.2339
C -0.6802 -1.9317 3.4364  -1.1361
C -1.2895 -1.0194 4.2752  -1.0194
C -1.1818 0.3310 3.9834  -1.1765
C -0.4894 0.7020 2.8456  -0.2443
N 0.1144 -0.1616 2.0354  1.6338
H 2.9183 -4.5088 -2.7741  0.2562
H 3.7885 -4.0730 -1.3754  0.2313
H 2.6560 -2.6499 3.2600  0.5302
H 3.6707 -4.7245 4.1454  0.4353
H 2.7854 -6.9233 3.4419  0.4002
H 0.8671 -7.0396 1.8882  0.4264
H -0.1080 -4.9662 0.9643  0.4973
H -0.7431 -2.9950 3.6179  0.6494
H -1.8358 -1.3529 5.1472  0.4529
H -1.6264 1.0835 4.6165  0.5538
H -0.4189 1.7449 2.5770  -0.0115
O 2.8285 2.3847 3.1105  -0.7953
C 2.6536 1.6546 2.1355  -0.1992
N 1.8921 1.8933 1.0677  -0.0169
C 1.3131 3.2169 1.0208  -1.0295
C 0.9398 3.5700 -0.3893  0.3916
C 0.5217 4.8584 -0.7065  -0.8213
C 0.2675 5.1798 -2.0256  -0.6332
C 0.4585 4.2043 -2.9921  -0.8378
C 0.8472 2.9434 -2.5845  -0.2298
N 1.0731 2.6153 -1.3128  0.5717
C 3.4403 0.3691 2.0176  0.8469
C 4.2658 -0.0172 3.0645  -0.6979
C 5.0969 -1.1092 2.8953  -0.6764
C 5.1009 -1.7556 1.6686  -1.1409
C 4.2380 -1.3102 0.6829  0.1591
N 3.3995 -0.2860 0.8487  0.7429
H 2.0316 3.9463 1.4111  0.5989
H 0.4251 3.3036 1.6629  0.2545
H 0.4072 5.5953 0.0779  0.5296
H -0.0528 6.1750 -2.3042  0.4308
H 0.2915 4.4216 -4.0365  0.4927
H 1.0148 2.1607 -3.3154  0.2622
H 4.2398 0.5654 3.9739  0.5654
H 5.7422 -1.4444 3.6965  0.4414
H 5.7654 -2.5861 1.4783  0.4729
H 4.2208 -1.7957 -0.2826  0.3842
C -3.0193 -2.0550 -0.0923  -1.5973
C -3.2807 -0.9352 -1.1105  2.0475
C -2.7785 -1.4309 -2.4725  -1.3324
C -4.7853 -0.6658 -1.2280  -1.9843
Si -2.3292 0.6523 -0.6320  -2.2945
O -0.7463 0.4127 -0.5880  4.0893
C -2.7619 1.9614 -1.9478  0.9670
C -3.7162 2.9547 -1.7148  -0.3672
C -3.9821 3.9412 -2.6528  -0.8098
C -3.3143 3.9418 -3.8691  -0.6861
C -2.3939 2.9408 -4.1404  -1.0920
C -2.1167 1.9754 -3.1841  0.1499
C -2.9610 1.4372 0.9883  1.3143
C -3.8403 0.8468 1.8936  -0.5927
C -4.2978 1.5200 3.0187  -0.7587
C -3.8718 2.8148 3.2735  -0.8011
C -2.9803 3.4218 2.3982  -0.6802
C -2.5404 2.7406 1.2745  -0.7969
H -3.3925 -3.0099 -0.4741  0.5414
H -3.5101 -1.8625 0.8631  0.1877
H -1.9463 -2.1549 0.0927  0.2064
H -3.3125 -2.3425 -2.7570  0.5720
H -1.7133 -1.6689 -2.4336  -0.2504
H -2.9444 -0.6853 -3.2538  0.2792
H -5.3113 -1.5785 -1.5237  0.5144
H -4.9784 0.0995 -1.9830  0.3412
H -5.2092 -0.3172 -0.2844  0.2708
H -4.2587 2.9617 -0.7774  0.3824
H -4.7169 4.7069 -2.4360  0.4266
H -3.5143 4.7150 -4.6001  0.3990
H -1.8886 2.9130 -5.0988  0.5097
H -1.3754 1.2122 -3.3952  0.3018
H -4.1859 -0.1648 1.7272  0.0824
H -4.9967 1.0369 3.6906  0.4244
H -4.2397 3.3555 4.1362  0.3465
H -2.6438 4.4336 2.5910  0.4495
H -1.8577 3.2249 0.5820  0.8751
C 3.1025 -0.5244 -4.7265  -0.6821
C 1.7559 -0.6079 -4.4473  -0.9643
C 1.3207 -0.3854 -3.1452  -0.6450
N 2.1507 -0.0547 -2.1484  1.5255
C 3.4576 0.0323 -2.4359  -0.7861
C 3.9737 -0.1922 -3.6924  -0.9743
H 3.4779 -0.7062 -5.7244  0.4316
H 1.0355 -0.8691 -5.2084  0.4954
H 0.2677 -0.3988 -2.9012  0.7770
H 4.1067 0.3148 -1.6161  0.6300
H 5.0372 -0.1092 -3.8638  0.4633

Calculated values
Gap between HOMO and LUMO (eV): 6.87
DFT total energy (eV): -103869.799
HOMO (eV): -6.99
Total charge: 0



Among the records above, which one has the highest DFT total energy?
C46H45N8O2SScSi